DFT (wB97M-V/def2-TZVPD) results for a single C5H6OS molecule in a non-equilibrium geometry.

Last column: Löwdin charge in e.
Atoms and positions in Å:
1 C -0.413 -1.242 -0.096  -0.365
2 C -1.092 0.190 -0.202  -0.136
3 C -0.062 1.376 0.049  -0.068
4 C 1.153 0.334 -0.389  -0.498
5 C 0.879 -0.875 0.421  -0.571
6 H -1.856 0.121 0.554  0.105
7 H -1.750 0.189 -1.077  0.120
8 H -0.033 1.453 1.274  0.151
9 H -0.250 2.325 -0.453  0.086
10 H 0.964 0.062 -1.430  0.082
11 H 0.943 -0.821 1.669  0.194
12 O -1.108 -2.299 -0.172  0.053
13 S 2.625 -0.812 -0.150  0.847

Cartesian forces (eV/Å) of the 2 atoms listed first:
C -5.0 -2.9 0.3
C -1.0 -0.4 -0.2

Output
DFT total energy in eV: -18160.3689
Spin multiplicity: 1
Energy above the lowest of the compared OMol25 structures with the same formula, charge and spin in kJ/mol: 411.9
SMILES: O=C1CC[C@H]2S[C@H]12
HOMO in eV: -9.268